The following is a quantum chemistry calculation of an isolated molecule of C8H14, from the OMol25 dataset.

```
! wB97M-V def2-TZVPD RIJCOSX def2/J DEFGRID3
* xyz 0 1
C -0.784 -2.208 -0.016
C -0.991 -0.890 -0.170
C -1.460 -0.301 -1.471
C -0.491 0.793 -2.134
C -1.076 0.174 0.939
C 0.337 0.792 0.982
C 1.497 0.174 1.235
C 2.673 1.031 1.134
H -0.259 -2.576 0.808
H -0.916 -2.889 -0.888
H -1.642 -0.933 -2.375
H -2.369 0.392 -1.421
H 0.279 0.288 -2.624
H -0.998 1.514 -2.791
H -0.102 1.365 -1.416
H -1.489 -0.341 1.919
H -1.927 0.816 0.485
H 0.465 1.841 0.690
H 1.447 -0.796 1.541
H 3.667 0.536 1.471
H 3.014 1.296 0.119
H 2.600 2.089 1.479
*
```

Frontier orbital gap, eV: 9.64
Energy above the lowest of the compared OMol25 structures with the same formula, charge and spin, eV: 3.209
SMILES string: C=C(CC)C/C=C/C